Entry 1:
Entry from OMol25: a structure of composition C16H14BF5N6STc at a distorted geometry (wB97M-V/def2-TZVPD).

Results
Gap between HOMO and LUMO (alpha / beta) ... 6.487 / 4.645 eV
HOMO energy (alpha / beta) ... -22.15 / -21.86 eV
⟨S²⟩ ... 4.21
Total charge ... +4
Multiplicity ... 4

Element x y z (Å)
1 C -0.998 -1.339 -2.682
2 N -0.129 -0.542 -2.006
3 N 0.858 -0.160 -2.925
4 C 0.613 -0.757 -4.109
5 C -0.551 -1.499 -3.997
6 B 2.060 0.701 -2.477
7 N 1.506 1.971 -1.780
8 N 0.606 1.849 -0.734
9 C 0.346 3.089 -0.267
10 C 1.104 4.005 -1.003
11 C 1.816 3.269 -1.931
12 Tc -0.087 -0.039 0.009
13 N 2.733 -0.106 -1.362
14 N 1.981 -0.520 -0.262
15 C 2.821 -1.204 0.550
16 C 4.102 -1.235 -0.025
17 C 4.004 -0.544 -1.223
18 H 2.461 -1.632 1.468
19 H 4.737 -0.321 -1.997
20 H 5.002 -1.705 0.393
21 H 2.806 0.971 -3.381
22 H 2.523 3.558 -2.696
23 H 1.302 -0.601 -4.928
24 H 1.120 5.066 -0.845
25 H -1.017 -2.090 -4.777
26 H -0.324 3.227 0.558
27 H -1.851 -1.758 -2.174
28 H -0.113 1.057 2.378
29 C -1.121 1.454 2.188
30 H -1.091 2.557 2.272
31 H -1.520 1.154 1.180
32 H -1.797 1.086 2.980
33 F -4.873 -1.122 4.618
34 C -3.884 -1.362 3.730
35 C -2.640 -1.808 4.180
36 F -2.449 -2.015 5.503
37 C -1.613 -2.026 3.271
38 F -0.406 -2.451 3.708
39 C -1.795 -1.779 1.896
40 S -0.491 -2.077 0.770
41 C -3.065 -1.354 1.467
42 F -3.271 -1.106 0.143
43 C -4.101 -1.145 2.369
44 F -5.312 -0.717 1.949

Atom charges from the Löwdin analysis, given in e for atoms 1 to 4:
1 C -0.041
2 N -0.108
3 N 0.007
4 C 0.058

=====

Entry 2:
Entry from OMol25: a structure of composition C16H14BrN2O2S3SbZn (wB97M-V/def2-TZVPD).

Results
Gap between HOMO and LUMO (alpha / beta) ... 7.073 / 5.756 eV
HOMO energy (alpha / beta) ... -4.92 / -4.89 eV
⟨S²⟩ ... 0.76
Total charge ... -1
Multiplicity ... 2
Energy relative to the best compared isomer or geometry (same formula, charge and spin) ... 8.43 kcal/mol

Element x y z (Å)
1 Zn -0.484 -0.598 -0.439
2 O 3.135 -3.232 -0.056
3 C 3.920 -2.471 -0.836
4 C 5.206 -2.935 -1.117
5 C 6.079 -2.185 -1.885
6 C 5.684 -0.957 -2.403
7 C 4.395 -0.509 -2.148
8 C 3.501 -1.239 -1.368
9 C 2.075 -0.730 -1.201
10 O 1.276 -1.490 -0.386
11 N 2.165 0.677 -0.646
12 N 1.260 0.978 0.278
13 C 1.482 1.951 1.077
14 C 0.635 2.302 2.213
15 Br -0.507 0.945 2.878
16 C 0.697 3.444 2.898
17 C 1.486 4.639 2.534
18 C 2.023 5.429 3.555
19 C 2.783 6.552 3.270
20 C 3.014 6.921 1.950
21 C 2.470 6.159 0.925
22 C 1.711 5.032 1.212
23 H 2.260 -2.752 0.000
24 H 5.496 -3.900 -0.718
25 H 7.074 -2.564 -2.085
26 H 6.359 -0.369 -3.011
27 H 4.056 0.424 -2.591
28 H 1.637 -0.634 -2.202
29 H 3.085 1.084 -0.543
30 H 2.390 2.544 0.964
31 H 0.138 3.507 3.825
32 H 1.845 5.143 4.586
33 H 3.202 7.139 4.079
34 H 3.597 7.804 1.723
35 H 2.630 6.445 -0.107
36 H 1.259 4.470 0.403
37 S -3.608 -3.231 -1.237
38 Sb -3.294 -0.962 -1.844
39 S -1.086 -0.933 -2.740
40 S -2.591 0.021 0.242

Atom charges from the Löwdin analysis, given in e for atoms 1 to 4:
1 Zn 0.208
2 O 0.051
3 C -0.271
4 C -0.023

=====

Entry 3:
Entry from OMol25: a structure of composition C16H14ClN2O6Pd (wB97M-V/def2-TZVPD).

Results
Gap between HOMO and LUMO (alpha / beta) ... 7.832 / 7.047 eV
HOMO energy (alpha / beta) ... -4.94 / -4.94 eV
⟨S²⟩ ... 2.01
Total charge ... -1
Multiplicity ... 3
Energy relative to the best compared isomer or geometry (same formula, charge and spin) ... 0.00 kcal/mol

Element x y z (Å)
1 Pd -0.245 0.119 -0.124
2 O -1.820 1.360 0.628
3 C -1.922 1.643 1.870
4 C -3.210 1.988 2.394
5 C -3.403 2.296 3.711
6 C -2.335 2.296 4.633
7 C -1.087 1.984 4.165
8 C -0.840 1.668 2.811
9 C 0.534 1.411 2.470
10 N 1.014 1.172 1.307
11 C 2.448 0.900 1.178
12 C 2.700 0.144 -0.124
13 N 1.694 -0.884 -0.207
14 C 1.911 -2.075 -0.587
15 C 0.900 -3.105 -0.579
16 C 1.257 -4.362 -1.094
17 C 0.401 -5.435 -1.073
18 C -0.868 -5.248 -0.497
19 C -1.247 -4.038 0.025
20 C -0.389 -2.903 0.004
21 O -0.828 -1.803 0.523
22 H -4.031 1.979 1.688
23 H -4.403 2.540 4.054
24 H -2.497 2.535 5.676
25 H -0.242 1.979 4.848
26 H 1.231 1.447 3.317
27 H 3.005 1.841 1.169
28 H 2.794 0.303 2.027
29 H 2.565 0.820 -0.973
30 H 3.724 -0.247 -0.153
31 H 2.920 -2.370 -0.900
32 H 2.248 -4.469 -1.526
33 H 0.690 -6.392 -1.486
34 H -1.568 -6.076 -0.464
35 H -2.227 -3.895 0.462
36 O -0.931 1.455 -2.271
37 Cl -0.427 0.550 -3.314
38 O 0.700 1.145 -3.987
39 O -1.474 0.243 -4.249
40 O 0.010 -0.675 -2.620

Atom charges from the Löwdin analysis, given in e for atoms 1 to 4:
1 Pd 1.132
2 O -0.143
3 C -0.366
4 C -0.023

=====

Entry 4:
Entry from OMol25: an isolated molecule of C16H14N2O3S at a distorted geometry (wB97M-V/def2-TZVPD).

Results
Gap between HOMO and LUMO ... 7.621 eV
HOMO energy ... -7.52 eV
Total charge ... 0
SMILES string ... O=C(Nc1nc(-c2ccco2)c(-c2ccco2)s1)C1CCC1
Energy relative to the best compared isomer or geometry (same formula, charge and spin) ... 61.30 kcal/mol

Element x y z (Å)
1 O -3.916 -2.763 -0.336
2 C -3.017 -1.957 -0.314
3 N -1.717 -2.429 -0.184
4 C -0.539 -1.749 -0.156
5 N -0.380 -0.479 -0.227
6 C 0.927 -0.102 -0.155
7 C 1.201 1.315 -0.126
8 C 2.213 2.049 0.445
9 C 1.889 3.404 0.223
10 C 0.709 3.400 -0.460
11 O 0.285 2.148 -0.668
12 C 1.828 -1.144 -0.051
13 C 3.260 -1.167 -0.064
14 C 4.198 -0.293 -0.561
15 C 5.453 -0.904 -0.350
16 C 5.196 -2.099 0.251
17 O 3.878 -2.269 0.423
18 S 0.966 -2.661 0.006
19 C -3.181 -0.472 -0.387
20 C -3.039 0.268 0.964
21 C -4.405 0.929 0.732
22 C -4.632 0.025 -0.488
23 H -1.651 -3.439 -0.116
24 H 3.059 1.666 0.975
25 H 2.454 4.259 0.531
26 H 0.099 4.195 -0.839
27 H 4.007 0.647 -1.034
28 H 6.412 -0.507 -0.613
29 H 5.840 -2.884 0.592
30 H -2.510 -0.067 -1.143
31 H -2.184 0.936 1.023
32 H -3.024 -0.406 1.818
33 H -5.123 0.814 1.540
34 H -4.328 1.984 0.476
35 H -4.888 0.531 -1.415
36 H -5.344 -0.778 -0.310

Atom charges from the Löwdin analysis, given in e for atoms 1 to 4:
1 O 0.094
2 C -0.419
3 N 0.113
4 C -0.576

=====

Entry 5:
Entry from OMol25: a structure of composition C16H14N2O5RuS2 (wB97M-V/def2-TZVPD).

Results
Gap between HOMO and LUMO (alpha / beta) ... 7.033 / 7.123 eV
HOMO energy (alpha / beta) ... -4.41 / -5.33 eV
⟨S²⟩ ... 8.77
Total charge ... -1
Multiplicity ... 6

Element x y z (Å)
1 Ru -0.352 0.445 0.336
2 O -0.434 -0.063 2.362
3 C -0.137 -1.239 2.841
4 C 0.593 -1.335 4.046
5 C 0.901 -2.554 4.595
6 C 0.498 -3.756 3.994
7 C -0.209 -3.685 2.819
8 C -0.528 -2.452 2.223
9 C -1.258 -2.512 0.975
10 N -1.566 -1.521 0.231
11 C -2.300 -1.744 -1.001
12 C -1.549 -1.095 -2.153
13 N -1.272 0.289 -1.779
14 C -0.874 1.104 -2.678
15 C -0.477 2.480 -2.458
16 C -0.114 3.221 -3.597
17 C 0.273 4.536 -3.516
18 C 0.302 5.137 -2.247
19 C -0.042 4.444 -1.115
20 C -0.438 3.085 -1.175
21 O -0.763 2.463 -0.081
22 H 0.928 -0.411 4.499
23 H 1.485 -2.586 5.507
24 H 0.753 -4.710 4.435
25 H -0.525 -4.593 2.316
26 H -1.573 -3.516 0.664
27 H -3.274 -1.254 -0.908
28 H -2.470 -2.811 -1.185
29 H -2.147 -1.148 -3.068
30 H -0.598 -1.608 -2.319
31 H -0.824 0.768 -3.722
32 H -0.138 2.722 -4.560
33 H 0.559 5.089 -4.400
34 H 0.615 6.171 -2.157
35 H -0.002 4.902 -0.136
36 O 3.812 0.780 1.282
37 S 3.632 -0.485 0.615
38 O 4.459 -0.719 -0.543
39 O 3.397 -1.624 1.468
40 S 1.656 -0.216 -0.411

Atom charges from the Löwdin analysis, given in e for atoms 1 to 4:
1 Ru 1.185
2 O -0.235
3 C -0.370
4 C -0.012